Molecular formula: CrH12O6
Method: DFT, ωB97M-V/def2-TZVPD

```
19
Properties=species:S:1:pos:R:3:forces:R:3
Cr -0.027 -0.041 0.082 0.3 -0.3 -0.2
O 0.402 1.444 -1.162 0.3 1.0 -0.1
H 0.911 2.263 -0.972 -0.3 -0.3 -0.2
H -0.038 1.607 -2.014 0.1 0.0 -0.1
O -1.355 -0.694 -1.149 -3.1 -0.4 -0.4
H -2.344 -0.861 -0.922 1.9 0.2 -0.3
H -1.372 -0.601 -2.116 0.2 -0.1 -0.3
O 1.309 0.581 1.309 -0.4 1.4 -1.1
H 1.771 0.099 1.968 1.1 -0.9 1.5
H 1.788 1.387 1.062 0.5 0.0 0.6
O 1.360 -1.048 -0.885 1.0 -1.1 -0.9
H 1.261 -1.776 -1.541 -0.2 0.3 0.3
H 2.327 -0.860 -0.913 -0.5 0.1 0.2
O -1.238 1.136 1.045 0.6 -1.4 0.4
H -0.951 1.624 1.816 0.0 0.5 0.8
H -1.851 1.645 0.558 -1.6 1.3 -0.8
O -0.455 -1.595 1.210 -0.7 -1.4 0.4
H -0.216 -2.505 0.922 0.5 0.4 0.0
H -1.288 -1.804 1.697 0.3 0.7 0.1
```
Positions in Å, forces in eV/Å.

For the energy, the calculation gives -1502.00632 hartree. As for the LUMO energy (spin up / spin down): -13.7907 / -13.6459 eV. Its expectation value of S² is 3.7603. Its net charge is +3. The orbital gap (spin up / spin down) comes out at 0.431 / 0.459 hartree. Its spin multiplicity is 4. The calculation puts the energy above the lowest of the compared OMol25 structures with the same formula, charge and spin at 0.0 kcal per mole.

Molecular formula: C28H38BMoN5P2
Method: DFT, ωB97M-V/def2-TZVPD

```
75
Properties=species:S:1:pos:R:3:forces:R:3
Mo -0.674 1.676 -3.736 -0.3 -1.0 3.5
C -1.769 1.630 -5.674 0.0 -0.3 -2.2
C -1.464 0.270 -5.793 -1.2 0.7 -1.9
C -0.303 -0.270 -6.553 0.8 -0.5 0.3
C 0.934 0.599 -6.396 -0.1 -0.6 -0.7
C 0.954 1.359 -5.081 0.8 1.9 -1.1
C 0.578 2.773 -4.983 0.4 -0.5 -0.8
C -0.195 3.529 -6.015 -0.2 0.6 -0.5
C -1.238 2.641 -6.700 0.4 0.8 -0.2
C 0.558 3.036 -2.173 -0.3 1.4 -0.1
H -2.748 1.888 -5.287 0.0 -0.1 -0.1
H -2.302 -0.446 -5.703 0.6 0.4 0.7
H -0.492 -0.445 -7.624 -0.6 0.1 0.3
H -0.053 -1.274 -6.164 -0.5 0.4 -0.3
H 1.822 -0.053 -6.480 -0.3 0.3 0.2
H 1.022 1.279 -7.257 0.0 0.1 0.5
H 1.933 1.225 -4.688 0.5 0.0 0.9
H 1.246 3.430 -4.467 0.5 -0.1 0.2
H 0.520 3.937 -6.749 -0.3 0.1 0.2
H -0.698 4.393 -5.526 0.4 -0.4 -0.3
H -2.057 3.293 -7.059 0.1 -0.6 0.3
H -0.807 2.206 -7.620 -0.4 -0.2 0.6
H -0.307 3.484 -1.626 0.3 -0.5 -0.3
H 1.078 3.924 -2.621 -0.5 -1.0 0.1
H 1.258 2.641 -1.398 -0.7 -0.3 -0.9
P 1.591 -0.743 -2.846 2.6 0.2 1.2
P -1.499 -1.607 -1.796 -1.6 -0.6 0.8
N 3.523 0.000 -3.407 -1.1 0.8 0.4
N 2.354 -1.678 -1.674 -0.3 0.9 0.3
N -2.307 -0.101 -2.403 0.2 2.9 0.1
N -2.960 -2.439 -1.343 0.8 0.3 -0.6
C 0.604 -2.073 -3.743 0.2 0.3 -0.3
C -0.892 -2.082 -3.500 -1.5 -0.1 0.1
C 3.775 1.358 -3.545 0.3 0.8 -1.1
C 5.024 1.561 -4.148 -1.0 -0.7 0.5
C 5.616 0.266 -4.255 -1.3 -0.2 0.3
C 4.681 -0.656 -3.795 0.2 -0.4 -0.4
C 3.301 -1.050 -0.825 0.5 -1.5 0.2
C 4.133 -2.042 -0.352 -0.9 0.8 -0.5
C 3.668 -3.300 -0.860 -0.9 0.3 -0.8
C 2.569 -3.066 -1.647 0.6 -0.1 0.2
C -2.157 1.245 -1.808 -2.0 -1.2 -1.3
C -3.194 2.054 -2.349 0.5 -1.1 0.0
C -3.793 1.326 -3.397 0.4 -0.3 0.8
C -3.237 0.046 -3.406 0.7 0.3 1.3
C -4.161 -2.674 -2.026 -0.7 -0.3 0.8
C -5.090 -3.161 -1.117 1.4 0.5 -0.6
C -4.447 -3.238 0.162 0.9 0.4 -0.5
C -3.158 -2.777 0.016 -0.6 -0.2 -0.2
H 1.023 -3.041 -3.537 0.3 -0.1 0.4
H 0.784 -1.942 -4.814 0.2 0.2 0.3
H -1.380 -1.393 -4.191 0.2 -0.4 0.0
H -1.296 -3.083 -3.691 0.2 0.0 -0.2
H 3.066 2.110 -3.224 0.0 -0.1 -0.1
H 5.431 2.495 -4.546 -0.2 -0.4 0.7
H 6.597 0.034 -4.631 0.0 -0.1 0.1
H 4.788 -1.719 -3.666 -0.1 -0.1 -0.1
H 3.271 0.019 -0.643 0.2 -0.3 -0.2
H 4.997 -1.892 0.263 0.1 0.1 0.3
H 4.105 -4.270 -0.731 0.1 -0.2 0.3
H 1.871 -3.717 -2.167 0.6 0.0 0.4
H -1.854 1.335 -0.801 0.6 0.1 0.6
H -3.546 2.964 -1.865 0.4 0.1 -0.6
H -4.570 1.626 -4.058 -0.5 0.3 -0.3
H -3.494 -0.801 -4.000 -0.2 -0.2 -0.4
H -4.262 -2.453 -3.082 0.0 -0.3 0.3
H -6.102 -3.444 -1.338 -0.1 0.0 -0.1
H -4.881 -3.613 1.073 0.0 0.1 0.0
H -2.359 -2.640 0.737 -0.2 -0.1 -0.2
B -0.698 0.251 0.867 -0.8 -0.3 1.2
C 0.060 0.213 -0.445 1.2 0.1 -0.2
N 0.675 0.297 -1.454 0.2 -0.8 -0.3
H -0.587 -0.768 1.548 0.6 0.4 -0.5
H -1.892 0.262 0.677 0.0 -0.1 -0.4
H -0.484 1.278 1.470 0.5 -0.1 -0.2
```
Positions in Å, forces in eV/Å.

For the energy, the calculation gives -2138.23456 hartree. As for the LUMO energy (spin up / spin down): -9.2794 / -8.6692 eV. Its expectation value of S² is 2.2283. Its net charge is +2. The orbital gap (spin up / spin down) comes out at 0.141 / 0.166 hartree. Its spin multiplicity is 3.

Molecular formula: ClCuH12O6
Method: DFT, ωB97M-V/def2-TZVPD

```
20
Properties=species:S:1:pos:R:3:forces:R:3
Cu 0.825 -2.662 -1.857 -0.4 1.0 1.2
Cl 0.048 -0.263 -0.450 0.6 -1.3 -0.7
O 1.267 2.620 0.563 0.3 0.4 -0.2
H 0.820 1.917 0.092 -0.1 -0.1 -0.2
H 0.813 2.671 1.405 0.0 -0.1 0.3
O 2.257 1.449 -2.433 0.0 -0.2 -0.4
H 3.066 1.859 -2.127 0.2 0.2 0.1
H 2.021 0.835 -1.738 -0.2 -0.1 0.3
O -2.175 0.394 -2.642 -0.3 0.1 -0.5
H -1.385 0.207 -2.135 0.3 0.1 0.3
H -2.615 -0.452 -2.721 -0.2 -0.1 0.0
O 0.358 0.829 2.647 0.0 0.2 0.4
H 0.189 0.410 1.803 0.0 -0.1 -0.4
H 0.462 0.101 3.259 0.0 -0.1 0.2
O 0.780 -3.086 0.746 0.4 -0.6 -0.7
H 0.633 -2.146 0.641 -0.1 1.0 0.0
H 0.228 -3.334 1.488 -0.2 -0.3 0.1
O -2.803 -0.193 1.264 -0.4 0.0 0.3
H -2.764 -1.127 1.467 0.0 -0.2 0.0
H -2.025 -0.030 0.731 0.3 0.1 -0.3
```
Positions in Å, forces in eV/Å.

For the energy, the calculation gives -2559.25985 hartree. As for the LUMO energy: -3.0308 eV. The orbital gap comes out at 0.268 hartree. Its spin multiplicity is 1. The calculation puts the energy above the lowest of the compared OMol25 structures with the same formula, charge and spin at 0.0 kcal per mole.

Molecular formula: C16H25F6N2O11S2Sr
Method: DFT, ωB97M-V/def2-TZVPD

```
63
Properties=species:S:1:pos:R:3:forces:R:3
Sr 2.698 -16.878 11.152 0.4 0.2 0.5
C 3.571 -13.161 6.851 -1.2 0.8 -0.2
F 3.449 -13.018 5.494 0.0 -0.2 1.6
F 4.640 -13.869 7.107 0.3 -0.9 0.0
F 3.740 -11.975 7.429 0.2 -0.4 -0.7
S 1.930 -13.965 7.597 -0.1 -1.9 0.2
O 0.854 -13.475 6.756 1.1 0.0 1.3
O 2.038 -15.435 7.562 0.8 1.2 0.5
N 2.029 -13.620 9.314 0.2 -0.4 -3.1
S 1.339 -12.191 9.445 -1.3 3.0 -1.0
O 1.501 -11.317 8.261 0.2 -1.2 2.3
O -0.022 -12.312 9.893 0.1 -0.1 0.7
C 2.273 -11.276 10.857 -1.2 -1.4 -0.7
F 1.649 -10.073 10.927 1.6 -0.8 0.0
F 2.146 -11.884 12.052 -0.1 0.3 -0.5
F 3.570 -11.299 10.546 -0.5 1.2 0.2
C 7.251 -18.831 15.598 2.0 1.0 2.2
C 6.482 -17.985 14.889 -2.5 -0.3 -2.4
C 6.609 -16.443 14.866 -1.6 0.8 -1.9
O 5.802 -15.681 14.172 0.4 -1.9 0.8
C 7.624 -15.875 15.558 1.9 -0.6 2.4
C 8.574 -16.655 16.394 0.9 1.9 0.4
C 8.344 -18.275 16.364 0.5 1.0 -0.7
O 9.237 -18.907 16.886 0.5 -0.9 0.7
O 9.549 -16.119 17.049 -3.4 -2.2 -2.1
O 5.625 -18.553 14.125 -0.7 0.9 -0.6
H 7.049 -19.888 15.505 0.3 -0.1 0.2
H 7.540 -14.803 15.659 0.6 0.2 -0.1
C 6.809 -20.442 8.955 -0.9 -0.3 -1.9
C 5.939 -19.376 8.172 1.6 -1.0 1.4
O 5.808 -18.275 9.037 -1.2 1.2 0.2
H 6.805 -21.343 8.341 0.0 -0.3 0.0
H 6.415 -20.740 9.926 0.0 0.5 0.0
H 7.860 -20.154 8.979 -0.2 0.3 0.4
H 4.940 -19.713 7.896 0.0 -0.2 0.4
H 6.426 -19.107 7.234 0.2 0.1 0.0
H 6.617 -17.767 9.130 0.2 -0.2 -0.1
C -0.538 -21.745 9.008 -0.8 -0.8 -2.2
C 0.834 -21.117 8.700 -2.2 -1.9 -1.2
O 1.044 -20.508 9.900 2.4 2.4 1.7
H -0.640 -22.093 10.036 0.3 -0.1 -0.2
H -0.813 -22.530 8.303 0.2 -0.5 0.1
H -1.348 -21.041 8.814 0.2 0.5 0.4
H 0.778 -20.495 7.806 -0.1 0.9 0.5
H 1.606 -21.822 8.394 0.1 -0.4 0.5
H 1.265 -21.227 10.497 0.1 0.2 0.4
C -1.821 -18.324 15.150 -1.6 -0.5 0.9
C -1.081 -18.300 13.848 -0.5 1.4 -1.0
C -1.749 -17.321 12.840 0.1 -1.9 -0.8
O -1.082 -17.420 11.559 0.3 -0.1 -0.9
C -1.876 -17.051 10.370 -0.3 0.6 1.9
N 0.196 -17.711 14.155 1.1 -0.6 -0.8
H -1.638 -17.445 15.768 -0.3 0.5 -0.4
H -1.530 -19.098 15.860 0.3 -0.5 -0.4
H -2.893 -18.452 15.003 -0.2 0.1 0.1
H -0.940 -19.299 13.436 -0.2 0.1 -0.3
H -1.677 -16.308 13.236 -0.3 0.2 0.0
H -2.772 -17.685 12.741 -0.3 0.5 -0.2
H -2.674 -17.768 10.180 0.0 -0.1 0.2
H -1.325 -16.902 9.441 0.7 -0.3 0.5
H -2.301 -16.083 10.634 -0.4 0.1 -0.4
H -0.108 -16.880 14.641 0.9 0.3 0.5
H 0.508 -18.409 14.815 1.2 0.6 0.6
```
Positions in Å, forces in eV/Å.

For the energy, the calculation gives -2987.85932 hartree. As for the LUMO energy: -0.5795 eV. Its net charge is -1. The orbital gap comes out at 0.092 hartree. Its spin multiplicity is 1. The calculation puts the energy above the lowest of the compared OMol25 structures with the same formula, charge and spin at 212.1 kcal per mole.

Molecular formula: ClHg2O8S
Method: DFT, ωB97M-V/def2-TZVPD

```
12
Properties=species:S:1:pos:R:3:forces:R:3
Hg -14.169 -28.389 5.440 1.3 1.9 1.0
Hg -14.922 -22.007 8.379 0.1 -0.2 0.0
S -11.114 -27.637 3.975 -0.1 2.3 -1.0
O -10.439 -27.239 5.235 -0.7 -0.3 -1.2
O -12.612 -27.744 4.126 -1.3 -0.4 0.6
O -10.976 -26.705 2.818 0.3 -1.2 2.1
O -10.550 -28.911 3.634 0.7 -1.0 -0.1
Cl -13.134 -25.845 7.578 1.5 -0.8 2.6
O -14.289 -26.736 7.329 -1.9 -2.5 -2.8
O -12.580 -26.455 8.769 0.3 1.5 -1.6
O -12.260 -25.721 6.462 0.4 -1.0 -0.4
O -13.708 -24.572 7.762 -0.6 1.6 0.8
```
Positions in Å, forces in eV/Å.

For the energy, the calculation gives -1766.23536 hartree. As for the LUMO energy: -10.4682 eV. Its net charge is +1. The orbital gap comes out at 0.069 hartree. Its spin multiplicity is 1. The calculation puts the energy above the lowest of the compared OMol25 structures with the same formula, charge and spin at 0.0 kcal per mole.

Molecular formula: C17H27AuN6O3S3
Method: DFT, ωB97M-V/def2-TZVPD

```
57
Properties=species:S:1:pos:R:3:forces:R:3
Au 0.391 -0.473 -0.015 -0.1 0.2 -0.2
O 2.691 3.344 -0.073 0.0 -0.1 0.0
C 1.683 4.203 -0.351 0.0 0.0 0.0
C 2.033 5.505 -0.704 0.0 0.0 0.0
C 1.057 6.435 -0.999 0.0 0.0 0.0
C -0.288 6.084 -0.942 0.0 0.0 0.0
C -0.637 4.798 -0.580 0.0 0.0 0.0
C 0.330 3.837 -0.281 0.0 0.0 0.0
C -0.089 2.463 0.120 -0.2 -0.1 -0.2
O 0.845 1.553 0.098 0.2 0.1 0.4
N -1.345 2.294 0.414 0.1 0.0 0.0
N -1.628 1.111 1.067 0.1 0.0 0.0
C -2.806 0.670 0.950 0.0 0.1 0.0
S -3.388 -0.599 2.028 0.0 -0.1 -0.1
C -4.888 -0.933 1.083 0.0 0.0 0.0
C -5.401 0.387 0.530 0.0 0.0 0.0
S -4.007 1.280 -0.213 -0.1 0.0 0.1
H 2.260 2.476 0.096 0.0 0.0 0.0
H 3.085 5.759 -0.738 0.0 0.0 0.0
H 1.345 7.443 -1.273 0.0 0.0 0.0
H -1.056 6.811 -1.174 0.0 0.0 0.0
H -1.675 4.503 -0.511 0.0 0.0 0.0
H -5.611 -1.386 1.761 0.0 0.0 0.0
H -4.676 -1.639 0.278 0.0 0.0 0.0
H -5.841 0.995 1.319 0.0 0.0 0.0
H -6.147 0.227 -0.248 0.0 0.0 0.0
C 1.794 -3.455 -1.328 0.0 0.0 0.0
C 0.517 -3.571 -0.493 0.1 0.0 0.0
C 0.893 -3.710 0.983 0.0 0.0 0.0
C -0.277 -4.793 -0.940 0.0 0.0 0.0
N -0.240 -2.305 -0.657 0.0 0.0 0.1
H 2.437 -4.325 -1.182 0.0 0.0 0.0
H 2.349 -2.563 -1.029 0.0 0.0 0.0
H 1.554 -3.385 -2.393 0.0 0.0 0.0
H 1.473 -4.620 1.151 0.0 0.0 0.0
H -0.008 -3.747 1.598 0.0 0.0 0.0
H 1.491 -2.853 1.301 0.0 0.0 0.0
H 0.342 -5.683 -0.823 0.0 0.0 0.0
H -0.573 -4.723 -1.989 0.0 0.0 0.0
H -1.175 -4.932 -0.335 0.0 0.0 0.0
C 5.087 0.364 1.783 0.0 0.0 0.0
C 3.869 -0.054 0.997 -0.1 0.0 0.0
N 3.789 0.445 -0.269 0.0 -0.1 0.0
O 3.011 -0.785 1.459 0.1 -0.1 0.0
H 5.970 0.454 1.151 0.0 0.0 0.0
H 5.264 -0.359 2.574 0.0 0.0 0.0
H 4.888 1.337 2.236 0.0 0.0 0.0
H 4.364 1.224 -0.538 0.0 0.0 0.0
H 2.898 0.338 -0.733 0.0 0.0 0.0
N -0.679 -1.082 -3.108 0.0 0.0 0.1
C -1.820 -1.321 -2.478 -0.1 0.1 -0.1
N -2.974 -0.766 -2.873 0.0 -0.1 0.0
S -1.822 -2.293 -1.060 -0.1 -0.1 0.1
H -0.565 -0.220 -3.619 0.0 0.0 -0.1
H 0.135 -1.408 -2.585 0.0 -0.1 0.0
H -2.978 -0.140 -3.661 0.0 0.0 0.0
H -3.668 -0.580 -2.159 0.1 0.0 0.0
```
Positions in Å, forces in eV/Å.

For the energy, the calculation gives -2548.51243 hartree. As for the LUMO energy: 0.0879 eV. The orbital gap comes out at 0.276 hartree. Its spin multiplicity is 1. The calculation puts the energy above the lowest of the compared OMol25 structures with the same formula, charge and spin at 3.6 kcal per mole.

Question: Which formula does entry 3 have?
Answer: ClCuH12O6

Please write out number 6 again, unchanged.
Molecular formula: C17H27AuN6O3S3
Method: DFT, ωB97M-V/def2-TZVPD

```
57
Properties=species:S:1:pos:R:3:forces:R:3
Au 0.391 -0.473 -0.015 -0.1 0.2 -0.2
O 2.691 3.344 -0.073 0.0 -0.1 0.0
C 1.683 4.203 -0.351 0.0 0.0 0.0
C 2.033 5.505 -0.704 0.0 0.0 0.0
C 1.057 6.435 -0.999 0.0 0.0 0.0
C -0.288 6.084 -0.942 0.0 0.0 0.0
C -0.637 4.798 -0.580 0.0 0.0 0.0
C 0.330 3.837 -0.281 0.0 0.0 0.0
C -0.089 2.463 0.120 -0.2 -0.1 -0.2
O 0.845 1.553 0.098 0.2 0.1 0.4
N -1.345 2.294 0.414 0.1 0.0 0.0
N -1.628 1.111 1.067 0.1 0.0 0.0
C -2.806 0.670 0.950 0.0 0.1 0.0
S -3.388 -0.599 2.028 0.0 -0.1 -0.1
C -4.888 -0.933 1.083 0.0 0.0 0.0
C -5.401 0.387 0.530 0.0 0.0 0.0
S -4.007 1.280 -0.213 -0.1 0.0 0.1
H 2.260 2.476 0.096 0.0 0.0 0.0
H 3.085 5.759 -0.738 0.0 0.0 0.0
H 1.345 7.443 -1.273 0.0 0.0 0.0
H -1.056 6.811 -1.174 0.0 0.0 0.0
H -1.675 4.503 -0.511 0.0 0.0 0.0
H -5.611 -1.386 1.761 0.0 0.0 0.0
H -4.676 -1.639 0.278 0.0 0.0 0.0
H -5.841 0.995 1.319 0.0 0.0 0.0
H -6.147 0.227 -0.248 0.0 0.0 0.0
C 1.794 -3.455 -1.328 0.0 0.0 0.0
C 0.517 -3.571 -0.493 0.1 0.0 0.0
C 0.893 -3.710 0.983 0.0 0.0 0.0
C -0.277 -4.793 -0.940 0.0 0.0 0.0
N -0.240 -2.305 -0.657 0.0 0.0 0.1
H 2.437 -4.325 -1.182 0.0 0.0 0.0
H 2.349 -2.563 -1.029 0.0 0.0 0.0
H 1.554 -3.385 -2.393 0.0 0.0 0.0
H 1.473 -4.620 1.151 0.0 0.0 0.0
H -0.008 -3.747 1.598 0.0 0.0 0.0
H 1.491 -2.853 1.301 0.0 0.0 0.0
H 0.342 -5.683 -0.823 0.0 0.0 0.0
H -0.573 -4.723 -1.989 0.0 0.0 0.0
H -1.175 -4.932 -0.335 0.0 0.0 0.0
C 5.087 0.364 1.783 0.0 0.0 0.0
C 3.869 -0.054 0.997 -0.1 0.0 0.0
N 3.789 0.445 -0.269 0.0 -0.1 0.0
O 3.011 -0.785 1.459 0.1 -0.1 0.0
H 5.970 0.454 1.151 0.0 0.0 0.0
H 5.264 -0.359 2.574 0.0 0.0 0.0
H 4.888 1.337 2.236 0.0 0.0 0.0
H 4.364 1.224 -0.538 0.0 0.0 0.0
H 2.898 0.338 -0.733 0.0 0.0 0.0
N -0.679 -1.082 -3.108 0.0 0.0 0.1
C -1.820 -1.321 -2.478 -0.1 0.1 -0.1
N -2.974 -0.766 -2.873 0.0 -0.1 0.0
S -1.822 -2.293 -1.060 -0.1 -0.1 0.1
H -0.565 -0.220 -3.619 0.0 0.0 -0.1
H 0.135 -1.408 -2.585 0.0 -0.1 0.0
H -2.978 -0.140 -3.661 0.0 0.0 0.0
H -3.668 -0.580 -2.159 0.1 0.0 0.0
```
Positions in Å, forces in eV/Å.

For the energy, the calculation gives -2548.51243 hartree. As for the LUMO energy: 0.0879 eV. The orbital gap comes out at 0.276 hartree. Its spin multiplicity is 1. The calculation puts the energy above the lowest of the compared OMol25 structures with the same formula, charge and spin at 3.6 kcal per mole.